C2H3NO2 | ωB97M-V/def2-TZVPD

ORCA input file:
```
! RIJCOSX wB97M-V def2-TZVPD def2/J DEFGRID3
* xyz 0 1
N 1.64135 -0.47818 -0.11944
C 0.34850 0.11787 0.07181
O 0.19217 1.37045 0.04862
C -0.77307 -0.74007 0.19579
O -1.76340 -0.08639 -0.15179
H 2.36890 0.19700 -0.06561
H 1.72354 -1.62331 0.05760
H -0.46461 -1.76570 0.06382
*
```

C2H10F6MgNO9S2 | ωB97M-V/def2-TZVPD

ORCA input file:
```
! RIJCOSX wB97M-V def2-TZVPD def2/J DEFGRID3
* xyz 1 1
Mg 1.02174 -0.68295 -0.20784
C -1.37584 3.05315 0.23135
F -1.01712 2.91904 -1.04997
F -1.31870 4.27275 0.65932
F -2.61523 2.60459 0.35107
S -0.19030 1.91774 1.24182
O 1.15188 2.28613 0.83701
O -0.48128 2.11790 2.63740
N -0.40228 0.31622 0.59874
S -1.75398 -0.37116 1.11545
O -1.48445 -1.77352 1.38319
O -2.52052 0.27417 2.14108
C -2.93589 -0.37971 -0.50042
F -3.00748 -1.55515 -1.12582
F -4.13766 -0.00762 -0.12418
F -2.44962 0.49772 -1.37792
O 1.47319 0.68315 -1.54765
H 1.36400 1.59239 -1.21324
H 1.71027 0.78682 -2.47602
O 2.51041 -1.82086 -1.28457
H 3.28527 -1.86979 -1.85601
H 2.35354 -2.73327 -1.00052
O 2.68484 0.11188 1.18383
H 3.64623 0.13465 1.11650
H 2.43524 1.00157 1.48879
O 1.11569 -2.39998 1.03971
H 1.83818 -2.63340 1.63673
H 0.31570 -2.77518 1.44609
O -0.24817 -1.67925 -1.46742
H -0.77581 -2.48861 -1.48595
H -0.19185 -1.39942 -2.39057
*
```

Respective HOMO energy values: -0.3800, -0.5222 Eh.
Respective HOMO-LUMO gap values: 9.4, 10.6 eV.
Respective energy above the lowest of the compared OMol25 structures with the same formula, charge and spin values: 223.4, 27.5 kJ/mol.